[1]
Molecular formula: C25H40N5O2PS2
Method: DFT, ωB97M-V/def2-TZVPD

```
75
Properties=species:S:1:pos:R:3:mulliken_charge:R:1
C 0.206 1.497 1.189 -0.81
N 1.503 1.146 0.577 0.09
C 1.927 2.057 -0.512 -0.68
P 2.123 1.217 -2.186 -0.16
C 2.756 -0.485 -1.832 -0.74
N 1.797 -1.350 -1.117 -0.22
C 0.448 1.050 -2.996 -0.28
C -0.224 2.414 -3.147 -0.48
C -1.650 2.385 -3.794 -0.89
S -2.422 0.753 -3.941 -0.11
C -3.092 0.414 -2.358 0.00
S -2.487 1.177 -1.041 -0.08
N -4.153 -0.563 -2.239 0.05
C -3.763 -1.487 -1.188 -0.33
C -4.379 -1.620 0.033 0.23
C -3.892 -2.530 0.958 -0.98
C -2.793 -3.291 0.674 -0.38
C -2.136 -3.158 -0.543 -0.80
C -2.649 -2.270 -1.450 0.09
C -5.445 0.032 -2.038 0.37
C -5.692 1.383 -1.929 -0.30
C -6.965 1.877 -1.751 -0.89
C -8.051 1.040 -1.663 -0.53
C -7.807 -0.319 -1.799 -0.58
C -6.551 -0.809 -1.988 0.13
H -0.510 0.698 0.952 0.11
H 0.298 1.482 2.286 0.34
H -0.172 2.488 0.907 0.31
H 2.186 1.209 1.322 0.01
H 2.953 2.404 -0.235 0.27
H 1.325 2.973 -0.590 0.43
H 2.982 -0.932 -2.810 0.49
H 3.706 -0.412 -1.285 0.28
H 1.639 -2.222 -1.606 0.21
H 2.142 -1.546 -0.180 0.07
H 0.615 0.596 -3.984 0.47
H -0.123 0.337 -2.386 -0.04
H -0.353 2.821 -2.136 0.09
H 0.387 3.144 -3.690 0.57
H -2.321 2.979 -3.160 0.36
H -1.610 2.841 -4.788 0.48
H -5.246 -1.012 0.276 0.44
H -4.410 -2.598 1.912 0.36
H -2.379 -4.000 1.391 0.43
H -1.247 -3.728 -0.795 0.43
H -2.138 -2.147 -2.407 0.35
H -4.883 2.105 -1.984 0.28
H -7.158 2.945 -1.677 0.35
H -9.054 1.420 -1.501 0.40
H -8.669 -0.981 -1.734 0.36
H -6.404 -1.885 -2.074 0.44
C 5.412 2.343 3.146 -0.83
N 6.099 2.325 1.871 0.05
C 7.467 2.809 1.798 -0.98
C 5.511 1.873 0.744 0.75
O 6.034 1.832 -0.350 -0.63
H 5.358 3.368 3.521 0.35
H 5.957 1.728 3.866 0.34
H 4.402 1.951 3.040 0.21
H 7.523 3.641 1.095 0.29
H 8.118 2.012 1.438 0.29
H 7.800 3.138 2.780 0.39
H 4.475 1.529 0.906 -0.23
C 1.037 -3.583 3.911 -0.83
N 2.299 -3.104 3.382 0.13
C 3.515 -3.319 4.148 -0.95
C 2.383 -2.465 2.200 0.30
O 3.410 -2.039 1.703 -0.67
H 0.839 -3.108 4.874 0.34
H 1.084 -4.665 4.049 0.34
H 0.223 -3.348 3.227 0.22
H 3.977 -2.358 4.378 0.28
H 4.220 -3.906 3.558 0.30
H 3.286 -3.845 5.072 0.39
H 1.405 -2.352 1.700 0.12
```

The value obtained for the maximum force is 2.04 eV/A. For the energy, the calculation gives -69076.76969 eV. As for the SMILES: CNCP(CN)CCCSC(=S)N(c1ccccc1)c1ccccc1.CN(C)C=O.CN(C)C=O.

[2]
Molecular formula: C38H37BrHoN7O3PS
Method: DFT, ωB97M-V/def2-TZVPD

```
89
Properties=species:S:1:pos:R:3:mulliken_charge:R:1
Ho 1.102 -0.462 -1.085 0.44
C 1.901 2.962 1.954 -1.85
C 1.919 1.685 1.190 0.17
N 0.886 1.204 0.536 2.03
N -0.237 1.928 0.479 -1.67
C -1.209 1.264 -0.160 0.20
O -1.093 0.106 -0.678 -0.10
C -2.509 1.999 -0.329 0.19
C -3.707 1.306 -0.547 0.04
C -4.884 2.006 -0.748 -1.03
C -4.912 3.399 -0.706 -0.42
C -3.743 4.106 -0.509 -0.72
C -2.566 3.419 -0.270 -0.44
C 3.114 0.895 1.069 0.65
C 4.439 1.332 1.307 -0.76
C 5.519 0.539 0.869 -0.60
C 5.278 -0.768 0.483 -0.89
C 3.966 -1.206 0.477 -0.47
N 2.942 -0.350 0.526 0.72
H 0.862 3.289 1.984 0.40
H 2.550 3.709 1.469 0.32
H 2.331 2.848 2.962 0.41
H -3.709 0.216 -0.509 0.58
H -5.806 1.453 -0.962 0.44
H -5.883 3.911 -0.857 0.37
H -3.728 5.192 -0.448 0.42
H -1.655 3.945 -0.057 0.42
H 4.656 2.276 1.779 0.55
H 6.518 0.963 0.893 0.45
H 6.062 -1.415 0.143 0.52
H 3.746 -2.251 0.282 0.52
C 3.587 4.680 -2.778 -1.37
C 3.508 3.199 -3.018 0.40
C 4.325 2.477 -3.930 -0.57
C 4.246 1.085 -3.989 -0.95
C 3.317 0.471 -3.102 0.47
Br 3.060 -1.467 -3.178 -0.14
N 2.574 1.149 -2.224 0.54
C 2.608 2.501 -2.247 -0.54
H 4.404 5.140 -3.304 0.41
H 3.685 4.922 -1.708 0.30
H 2.653 5.171 -3.159 0.31
H 4.996 3.021 -4.554 0.50
H 4.783 0.479 -4.691 0.53
H 1.883 3.014 -1.605 0.64
O -0.304 -4.021 -1.402 -0.70
C 0.097 -3.397 -0.426 0.31
O 1.051 -2.517 -0.409 -0.34
C -0.672 -3.707 0.950 -0.99
P -0.498 -2.214 1.986 1.79
C -2.162 -1.861 2.541 0.38
C -3.405 -2.465 2.193 -0.39
C -4.584 -1.808 2.498 -0.68
C -4.551 -0.537 3.062 -0.32
C -3.370 0.040 3.468 -0.73
C -2.200 -0.600 3.155 -0.76
C 0.265 -2.812 3.486 -0.11
C -0.363 -3.690 4.372 -0.52
C 0.349 -4.228 5.442 -0.66
C 1.714 -3.955 5.555 -0.53
C 2.350 -3.146 4.602 -0.49
C 1.624 -2.570 3.576 -0.24
H -0.227 -4.569 1.497 0.52
H -1.709 -3.967 0.709 0.25
H -3.430 -3.427 1.701 0.40
H -5.545 -2.268 2.266 0.40
H -5.508 0.026 3.148 0.35
H -3.334 0.974 4.069 0.36
H -1.260 -0.125 3.414 0.30
H -1.416 -3.920 4.200 0.35
H -0.127 -4.863 6.163 0.43
H 2.289 -4.388 6.353 0.39
H 3.417 -2.986 4.638 0.43
H 2.124 -1.917 2.866 0.17
C -3.702 -2.570 -2.774 -1.01
C -2.428 -2.481 -3.595 -0.21
C -1.793 -1.114 -3.524 0.29
N -0.563 -0.883 -3.219 -0.34
N -0.210 0.475 -3.408 -0.23
C -1.230 1.197 -3.781 0.53
N -1.122 2.500 -4.147 -0.41
S -2.775 0.321 -3.915 -0.23
H -4.110 -3.594 -2.756 0.38
H -4.490 -1.896 -3.158 0.39
H -3.498 -2.265 -1.741 0.13
H -2.629 -2.773 -4.628 0.35
H -1.682 -3.167 -3.174 0.17
H -0.204 2.905 -4.303 0.20
H -1.956 2.919 -4.600 0.23
```

The value obtained for the maximum force is 2.88 eV/A. Its multiplicity is 5. Its relative energy (zero: lowest compared OMol25 entry of this formula, charge and spin) is 0.191 eV. The charge is +1.

[3]
Molecular formula: C15H12F5IIrN4S2
Method: DFT, ωB97M-V/def2-TZVPD

```
40
Properties=species:S:1:pos:R:3:mulliken_charge:R:1
Ir -0.779 0.378 -0.317 1.13
C -1.686 -0.287 3.953 -1.69
C -1.184 -0.374 2.548 0.74
N -1.873 -0.133 1.491 -0.39
N -3.179 0.324 1.607 -0.36
C -3.578 1.253 0.705 0.64
N -4.881 1.525 0.675 -0.37
S -2.479 2.080 -0.295 -0.41
C 0.242 -0.743 2.248 1.15
C 1.008 -1.294 3.317 -0.64
C 2.399 -1.384 3.465 -0.32
C 3.358 -0.980 2.583 -0.54
C 3.127 -0.488 1.197 -0.54
N 0.628 -0.512 1.025 -0.71
H -2.573 0.340 4.013 0.46
H -0.926 0.138 4.607 0.46
H -1.936 -1.279 4.340 0.40
H -3.841 -0.258 2.100 0.32
H -5.548 1.098 1.296 0.20
H -5.210 2.232 0.038 0.23
H 0.434 -1.623 4.173 0.38
H 2.736 -1.770 4.419 0.39
H 4.388 -1.023 2.916 0.42
H 3.985 -0.737 0.572 0.45
F 2.311 1.694 -6.499 -0.28
C 1.545 1.193 -5.540 0.75
C 1.808 1.482 -4.216 -0.24
F 2.833 2.267 -3.893 -0.28
C 0.998 0.952 -3.233 0.37
F 1.304 1.288 -1.961 -0.36
C -0.079 0.131 -3.507 0.10
S -1.142 -0.624 -2.306 -0.44
C -0.317 -0.134 -4.851 0.39
F -1.338 -0.915 -5.206 -0.32
C 0.476 0.380 -5.858 0.11
F 0.216 0.100 -7.130 -0.26
I 1.864 -3.149 0.365 0.18
C 1.890 -1.009 0.498 -1.05
H 1.926 -0.752 -0.548 0.57
H 3.075 0.611 1.209 0.35
```

The value obtained for the maximum force is 0.70 eV/A. Its multiplicity is 5. Its relative energy (zero: lowest compared OMol25 entry of this formula, charge and spin) is 0.798 eV. The charge is +1.